# 1
Here is 9 unconnected molecules or ions with the total composition C9H36N18O9 from the OMol25 dataset. Energies are from ωB97M-V/def2-TZVPD.

Each line ends with the Löwdin charge.
Cartesian coordinates (Å):
1 N 13.050 11.724 12.831  0.18
2 C 14.102 12.398 12.306  -0.60
3 N 15.339 11.794 12.515  0.17
4 O 13.971 13.470 11.658  -0.06
5 H 13.141 10.784 13.137  0.09
6 H 12.149 12.090 13.060  0.06
7 H 15.336 10.953 13.049  0.08
8 H 16.029 11.882 11.787  0.06
9 N 6.182 8.391 6.918  0.17
10 C 7.035 9.254 7.470  -0.72
11 N 7.214 9.175 8.780  0.15
12 O 7.750 10.066 6.861  -0.01
13 H 5.927 7.603 7.470  0.09
14 H 5.729 8.609 6.054  0.11
15 H 8.137 9.562 9.040  0.08
16 H 6.693 8.617 9.477  0.12
17 N 17.955 10.328 10.746  0.14
18 C 16.803 9.532 10.432  -0.62
19 N 16.565 9.516 9.070  0.17
20 O 16.110 9.000 11.280  0.02
21 H 18.544 10.488 9.975  0.06
22 H 18.420 9.955 11.570  0.10
23 H 17.044 10.269 8.620  0.04
24 H 15.602 9.630 8.825  0.07
25 N 15.030 12.478 7.572  0.15
26 C 16.149 12.647 8.385  -0.68
27 N 15.895 13.197 9.602  0.16
28 O 17.251 12.214 8.081  -0.01
29 H 13.973 12.723 7.807  0.12
30 H 15.311 12.088 6.697  0.09
31 H 15.033 13.703 9.783  0.08
32 H 16.659 13.739 9.842  0.08
33 N 8.817 7.249 12.573  0.13
34 C 8.975 8.321 13.413  -0.68
35 N 9.723 9.369 12.767  0.12
36 O 8.577 8.359 14.528  0.06
37 H 8.263 6.418 12.767  0.11
38 H 9.283 7.239 11.657  0.10
39 H 9.636 9.382 11.759  0.02
40 H 9.604 10.310 13.211  0.11
41 N 11.461 10.770 6.623  0.18
42 C 11.201 12.118 6.774  -0.61
43 N 10.009 12.653 6.411  0.20
44 O 12.060 12.859 7.294  -0.05
45 H 10.662 10.190 6.717  0.08
46 H 12.177 10.424 7.256  0.09
47 H 9.669 13.502 6.787  0.10
48 H 9.283 12.141 6.055  0.05
49 N 9.910 15.792 14.181  0.15
50 C 10.900 15.063 13.552  -0.67
51 N 11.782 15.784 12.759  0.15
52 O 10.882 13.864 13.624  0.02
53 H 9.202 15.292 14.712  0.11
54 H 9.807 16.745 14.010  0.07
55 H 12.143 16.676 13.084  0.10
56 H 12.436 15.165 12.250  0.08
57 N 12.869 7.778 11.347  0.17
58 C 13.529 8.008 10.125  -0.60
59 N 14.314 6.933 9.615  0.13
60 O 13.337 9.046 9.508  0.00
61 H 12.399 8.568 11.698  0.05
62 H 12.983 6.998 11.972  0.09
63 H 15.197 7.178 9.146  0.09
64 H 14.322 6.013 10.099  0.10
65 N 9.682 12.180 10.452  0.18
66 C 10.522 11.115 10.154  -0.62
67 N 11.801 11.485 9.944  0.20
68 O 10.082 9.962 9.903  -0.06
69 H 8.832 11.823 10.818  0.09
70 H 10.105 12.956 10.912  0.08
71 H 12.391 10.833 9.447  0.06
72 H 12.127 12.413 9.921  0.08

- Relative energy (zero: lowest compared OMol25 entry of this formula, charge and spin): 109.91 kJ/mol
- HOMO: -9.53 eV
- Net charge: 0

# 2
Here is a molecular structure, C49H48CaF4N9O5STe from the OMol25 dataset. Energies are from ωB97M-V/def2-TZVPD.

Each line ends with the Löwdin charge.
Cartesian coordinates (Å):
1 Ca -0.137 -2.346 -0.445  1.32
2 C 5.349 3.852 -6.782  -0.09
3 O 5.249 3.790 -5.371  -0.09
4 C 5.631 2.627 -4.773  -0.30
5 C 6.287 1.593 -5.423  -0.02
6 C 6.657 0.461 -4.695  -0.05
7 C 6.355 0.322 -3.356  -0.29
8 C 5.694 1.370 -2.716  -0.02
9 C 5.354 2.515 -3.414  0.00
10 N 6.968 -0.817 -2.687  0.04
11 N 6.481 -1.418 -1.706  0.04
12 C 5.124 -1.466 -1.255  -0.24
13 C 5.040 -1.728 0.099  -0.04
14 C 3.846 -1.820 0.804  -0.03
15 C 2.612 -1.716 0.163  -0.40
16 O 1.499 -1.778 0.801  -0.22
17 C 2.665 -1.569 -1.318  -0.14
18 N 1.473 -1.636 -1.989  0.02
19 C 1.448 -1.600 -3.303  -0.13
20 C 2.618 -1.573 -4.062  -0.04
21 C 3.821 -1.531 -3.418  0.00
22 C 3.894 -1.459 -2.004  -0.09
23 H 4.867 4.777 -7.084  0.09
24 H 4.841 3.010 -7.255  0.09
25 H 6.391 3.869 -7.112  0.09
26 H 6.530 1.650 -6.475  0.10
27 H 7.190 -0.347 -5.185  0.11
28 H 5.459 1.297 -1.663  0.11
29 H 4.849 3.333 -2.920  0.11
30 H 5.987 -1.833 0.621  0.11
31 H 3.838 -2.008 1.870  0.11
32 H 0.471 -1.656 -3.773  0.10
33 H 2.564 -1.630 -5.142  0.10
34 H 4.726 -1.582 -3.997  0.10
35 F 0.327 3.202 3.139  0.06
36 C -0.784 2.467 2.900  -0.20
37 C -0.773 1.605 1.824  0.09
38 C -1.915 0.875 1.511  -0.05
39 C -1.974 -0.003 0.386  -0.14
40 O -0.844 -0.010 -0.423  -0.09
41 C -3.101 -0.828 0.191  -0.05
42 C -4.181 -0.616 0.995  0.02
43 N -4.209 0.308 1.992  0.01
44 C -5.440 0.592 2.686  -0.27
45 C -6.415 -0.503 2.958  -0.09
46 C -5.622 0.091 4.088  -0.10
47 C -3.059 1.028 2.329  -0.11
48 C -3.019 1.886 3.427  0.05
49 C -1.883 2.612 3.741  -0.20
50 N -1.912 3.471 4.875  -0.10
51 C -0.723 3.491 5.741  -0.17
52 C -1.126 4.084 7.079  -0.21
53 N -1.642 5.464 6.863  -0.07
54 C -2.803 5.458 5.936  -0.23
55 C -2.394 4.834 4.617  -0.16
56 C -3.180 -2.050 -0.731  -0.66
57 O -4.256 -2.627 -0.861  0.02
58 O -2.079 -2.373 -1.295  -0.35
59 H 0.120 1.489 1.222  0.11
60 H -5.061 -1.226 0.862  0.13
61 H -5.848 1.572 2.471  0.15
62 H -6.164 -1.507 2.643  0.10
63 H -7.464 -0.260 2.880  0.10
64 H -4.814 -0.510 4.489  0.11
65 H -6.118 0.729 4.807  0.10
66 H -3.883 2.014 4.065  0.11
67 H 0.096 4.079 5.318  0.11
68 H -0.367 2.469 5.874  0.14
69 H -0.293 4.164 7.781  0.09
70 H -1.929 3.499 7.519  0.11
71 H -0.879 6.032 6.426  0.08
72 H -1.894 5.978 7.836  0.02
73 H -3.142 6.491 5.846  0.09
74 H -3.577 4.851 6.396  0.11
75 H -1.631 5.453 4.130  0.12
76 H -3.260 4.781 3.954  0.13
77 S -0.356 1.926 -3.736  1.06
78 C -1.773 0.988 -3.794  -0.39
79 C -1.988 0.314 -2.637  -0.08
80 C -0.947 0.563 -1.693  -0.27
81 C -0.012 1.443 -2.139  -0.41
82 C 1.104 2.070 -1.370  -0.27
83 C 1.395 3.425 -1.521  -0.03
84 C 2.367 3.994 -0.718  -0.07
85 C 3.040 3.199 0.195  -0.07
86 C 2.695 1.859 0.267  -0.11
87 N 1.741 1.305 -0.487  0.14
88 H -2.373 0.962 -4.690  0.07
89 H -2.839 -0.325 -2.472  0.11
90 H 0.843 4.024 -2.235  0.10
91 H 2.594 5.049 -0.803  0.11
92 H 3.821 3.601 0.828  0.10
93 H 3.193 1.186 0.960  0.11
94 F 0.417 -5.663 0.190  -0.08
95 C 0.755 -4.694 -0.786  -0.48
96 F 0.537 -5.430 -1.968  -0.14
97 F 2.150 -4.703 -0.722  -0.05
98 C -3.885 -3.592 -4.162  -0.47
99 Te -2.037 -4.363 -3.453  1.24
100 C -1.847 -5.665 -5.128  -0.50
101 H -3.730 -2.879 -4.972  -0.01
102 H -4.376 -3.108 -3.315  -0.03
103 H -4.497 -4.424 -4.512  -0.01
104 H -2.698 -6.343 -5.184  -0.01
105 H -0.932 -6.244 -4.990  -0.01
106 H -1.770 -5.089 -6.050  -0.01
107 C -2.746 -6.373 2.213  -0.01
108 N -2.102 -5.069 2.236  -0.12
109 C -1.391 -4.511 3.281  -0.07
110 C -0.881 -3.348 2.803  -0.11
111 N -1.264 -3.180 1.485  -0.02
112 C -1.990 -4.242 1.182  -0.16
113 H -3.036 -6.647 3.224  0.08
114 H -2.069 -7.126 1.813  0.09
115 H -3.634 -6.327 1.587  0.09
116 H -1.317 -4.995 4.240  0.11
117 H -0.247 -2.629 3.295  0.10
118 H -2.442 -4.448 0.218  0.14

- Relative energy (zero: lowest compared OMol25 entry of this formula, charge and spin): 0.00 kJ/mol
- HOMO (alpha / beta): -2.15 / -3.90 eV
- Net charge: -1

# 3
Here is 18 unconnected molecules or ions with the total composition C2H42N2O17 from the OMol25 dataset. Energies are from ωB97M-V/def2-TZVPD.

Each line ends with the Mulliken spin population.
Cartesian coordinates (Å):
1 N -1.120 -0.821 -2.120  0.03
2 C -0.816 -0.708 -0.684  -0.05
3 C 0.141 0.484 -0.465  0.10
4 N 1.125 0.106 0.521  0.69
5 H -1.465 0.130 -2.520  0.00
6 H -1.728 -1.550 -2.456  0.00
7 H -0.418 -1.685 -0.283  0.00
8 H -1.663 -0.454 -0.044  0.03
9 H 0.514 1.033 -1.373  0.14
10 H -0.347 1.412 -0.168  0.05
11 H 1.714 -0.630 0.146  -0.01
12 H 1.720 0.910 0.728  -0.02
13 H -1.653 2.271 -2.654  0.00
14 H -1.968 2.654 -1.244  0.00
15 O -2.334 2.114 -1.998  0.00
16 H -3.527 -0.253 -0.928  0.00
17 H -3.556 1.151 -0.965  0.00
18 O -4.033 0.464 -0.500  0.00
19 H 2.271 3.864 1.204  0.00
20 H 0.878 3.333 1.784  0.00
21 O 1.326 3.802 1.051  0.00
22 H -1.662 -1.459 3.346  0.00
23 H -1.907 -1.125 1.900  0.00
24 O -1.936 -0.711 2.824  0.00
25 H 4.156 1.687 2.702  0.00
26 H 2.560 1.603 2.660  0.00
27 O 3.383 1.446 2.197  0.00
28 H 0.226 2.061 3.585  0.00
29 H 0.065 1.233 2.203  0.00
30 O 0.562 1.894 2.684  0.00
31 H 1.882 -1.359 -3.505  0.00
32 H 0.651 -1.599 -2.627  0.00
33 O 1.518 -1.986 -2.863  0.00
34 H 0.331 3.761 -1.859  0.00
35 H 1.639 3.261 -1.193  0.00
36 O 1.117 3.215 -1.993  0.02
37 H 3.447 1.632 -1.419  0.00
38 H 3.804 1.656 0.083  0.00
39 O 3.382 2.148 -0.619  0.01
40 H -2.700 2.957 0.916  0.00
41 H -3.549 3.578 -0.198  0.00
42 O -2.641 3.551 0.170  0.00
43 H -2.990 0.787 2.804  0.00
44 H -3.906 0.993 1.653  0.00
45 O -3.564 1.481 2.417  0.00
46 H -1.043 -3.098 1.904  0.00
47 H -1.758 -3.087 0.544  0.00
48 O -1.854 -2.782 1.451  0.00
49 H 1.901 -2.986 -1.714  0.00
50 H 2.953 -3.837 -1.194  0.00
51 O 2.119 -3.478 -0.847  0.00
52 H 1.739 1.064 -3.217  0.00
53 H 3.105 0.742 -4.090  0.00
54 O 2.322 0.436 -3.639  0.00
55 H 0.051 -3.941 2.953  0.00
56 H 0.669 -2.606 2.575  0.00
57 O -0.053 -3.008 3.129  0.00
58 H 1.632 -2.843 0.705  0.00
59 H 2.868 -3.095 1.814  0.00
60 O 2.012 -2.761 1.585  0.00
61 H -1.219 -4.776 -1.776  0.00
62 H -2.641 -4.294 -1.526  0.00
63 O -1.732 -3.981 -1.558  0.00

- HOMO (alpha / beta): -13.17 / -13.16 eV
- Net charge: +1
- Multiplicity: 2